# 1
Molecular formula: C45H93BBrCl24FN3O6PS
Method: DFT, ωB97M-V/def2-TZVPD

## Properties
HOMO energy = -8.49 eV
DFT total energy = -16869.02592 a.u.

XYZ file:
```
176
C45H93BBrCl24FN3O6PS (ωB97M-V/def2-TZVPD)
C -7.2919 3.1483 3.8560
C -6.0387 3.9083 3.2719
C -6.4007 4.8866 2.0618
C -6.3097 4.0160 0.7071
C -4.9989 4.5605 -0.0340
C -4.6629 3.8021 -1.3788
O -3.3704 3.2800 -1.6031
C -2.5877 2.8792 -0.5424
Br -3.4678 1.7339 0.8536
C -1.7306 3.9920 0.1988
C -1.7544 5.4019 -0.4873
N -2.0053 6.4438 0.2403
C -1.4683 1.8589 -1.1817
O -2.2720 1.0607 -2.0631
C -0.4214 2.5988 -2.0899
N -0.9725 3.2536 -3.2802
C -0.0415 3.2034 -4.4209
O -0.9776 1.1745 -0.0537
C 0.1655 0.3833 -0.1893
F 0.1714 -0.4291 1.0006
C 0.1856 -0.6758 -1.3580
C -0.7323 -1.9512 -1.1196
C -2.1519 -1.6612 -0.5022
C 0.0356 -3.1350 -0.3510
N 1.4409 1.0814 -0.1700
C 1.9634 1.4133 1.1613
C 1.0120 2.3338 2.0336
B -5.7701 2.6468 -1.8016
O -5.4082 1.2578 -1.7294
C -7.2624 2.9563 -2.3489
C -8.1952 1.7034 -1.9372
P -4.8854 5.1093 -2.7691
O -3.6224 6.2226 -2.7881
O -6.3102 5.9855 -2.5971
S -4.8861 4.2645 -4.5401
H -6.9728 2.4729 4.7232
H -7.9845 3.9132 4.3117
H -7.8205 2.4811 3.1289
H -5.2972 3.1133 2.9609
H -5.5549 4.4483 4.1326
H -5.6194 5.6875 2.0563
H -7.4443 5.2533 2.2255
H -7.2499 4.2367 0.1455
H -6.1987 2.9566 1.0468
H -5.2299 5.6530 -0.2313
H -4.2087 4.5570 0.7554
H -2.1694 4.0897 1.2365
H -0.6600 3.6890 0.3732
H -1.5224 5.5939 -1.5651
H -2.1740 6.1615 1.2121
H -1.7952 0.9116 -2.8918
H 0.3286 1.8409 -2.4663
H 0.2160 3.3618 -1.5425
H -1.3292 4.1877 -3.1053
H 1.0102 3.3861 -4.0356
H -0.0227 2.1703 -4.8840
H -0.3191 3.9077 -5.2533
H 1.2311 -1.0841 -1.4995
H -0.1020 -0.2618 -2.3607
H -0.9262 -2.3727 -2.1536
H -2.5603 -2.6612 -0.1566
H -2.1389 -1.0139 0.4127
H -2.8969 -1.2971 -1.2641
H -0.0740 -4.0942 -0.9309
H 1.1086 -2.8321 -0.2746
H -0.4618 -3.2869 0.6366
H 2.1274 0.6749 -0.7947
H 2.8842 2.0521 0.9860
H 2.3561 0.5298 1.7491
H -0.0072 1.8855 2.1831
H 1.4665 2.3864 3.0688
H 0.9803 3.3926 1.6659
H -5.4160 0.9656 -2.6567
H -7.2628 2.9979 -3.4675
H -7.7273 3.8916 -1.9513
H -7.9422 1.4576 -0.8667
H -8.0079 0.8291 -2.6078
H -9.2521 2.0759 -1.9764
H -3.6457 6.8204 -2.0175
H -6.7385 5.8397 -1.7378
Cl -1.3891 -0.1502 6.6422
C -2.7806 0.0619 5.5488
C -2.3874 0.7404 4.2564
Cl -1.9318 2.4457 4.5028
H -3.5468 0.6249 6.0813
H -3.1731 -0.9336 5.3393
H -3.2297 0.7358 3.5641
H -1.5500 0.2331 3.7764
Cl 2.6742 -2.8264 8.9960
C 2.3129 -1.1305 9.4042
C 2.1647 -0.2656 8.1725
Cl 3.7105 -0.0472 7.3131
H 3.1046 -0.7646 10.0572
H 1.3793 -1.1325 9.9678
H 1.8189 0.7285 8.4580
H 1.4458 -0.6876 7.4709
Cl -5.3884 2.7609 7.2338
C -6.8235 3.6140 7.8564
C -7.8624 2.6607 8.4076
Cl -8.6243 1.6784 7.1320
H -7.2260 4.2259 7.0493
H -6.4780 4.2795 8.6486
H -8.6601 3.2256 8.8912
H -7.4322 1.9813 9.1425
Cl 3.4363 0.4210 -5.6307
C 2.4236 -0.8159 -6.4164
C 1.0604 -0.2794 -6.7846
Cl 0.0667 0.0679 -5.3462
H 2.3505 -1.6703 -5.7439
H 2.9511 -1.1348 -7.3161
H 0.5166 -1.0180 -7.3744
H 1.1356 0.6344 -7.3712
Cl 1.9977 1.5712 -9.6263
C 2.2384 3.0598 -8.6751
C 3.5012 3.7917 -9.0704
Cl 4.9702 2.8957 -8.6086
H 2.2469 2.7879 -7.6189
H 1.3704 3.6946 -8.8564
H 3.5443 4.7547 -8.5605
H 3.5396 3.9723 -10.1441
Cl 1.5065 -5.7421 0.5052
C 1.9973 -5.8090 2.2276
C 0.8403 -5.6073 3.1837
Cl 0.2045 -3.9439 3.1527
H 2.7755 -5.0619 2.3849
H 2.4295 -6.7974 2.3856
H 1.1742 -5.7929 4.2053
H 0.0166 -6.2873 2.9659
Cl 5.4000 0.7144 -2.8920
C 7.1380 0.3707 -3.0779
C 7.5393 0.2325 -4.5295
Cl 6.8581 -1.2337 -5.2790
H 7.3664 -0.5318 -2.5118
H 7.6759 1.2033 -2.6233
H 8.6241 0.1523 -4.6071
H 7.2185 1.0920 -5.1177
Cl 9.6048 -6.1983 -6.7214
C 9.2447 -4.8116 -7.7814
C 7.7872 -4.4133 -7.7253
Cl 6.7254 -5.6401 -8.4613
H 9.5499 -5.0730 -8.7941
H 9.8676 -3.9837 -7.4413
H 7.6352 -3.4883 -8.2826
H 7.4555 -4.2513 -6.7002
Cl 12.1214 -11.7591 -7.7834
C 11.7241 -10.0614 -7.4163
C 11.5839 -9.2237 -8.6673
Cl 13.1410 -8.9952 -9.5034
H 12.4975 -9.6689 -6.7570
H 10.7806 -10.0682 -6.8696
H 11.2159 -8.2303 -8.4075
H 10.8851 -9.6716 -9.3730
Cl 4.4429 -4.3264 3.8585
C 4.8347 -2.7206 3.1929
C 5.6837 -2.8106 1.9445
Cl 7.3281 -3.4033 2.2890
H 5.3294 -2.1441 3.9739
H 3.8856 -2.2350 2.9602
H 5.7910 -1.8207 1.4995
H 5.2357 -3.4713 1.2025
Cl 2.4855 -9.1265 3.0177
C 1.4277 -10.3127 2.2132
C 0.0620 -9.7397 1.9063
Cl -0.8875 -9.4356 3.3831
H 1.3604 -11.1925 2.8523
H 1.9234 -10.6023 1.2861
H -0.5082 -10.4470 1.3033
H 0.1362 -8.8026 1.3540
Cl -2.0866 3.3783 12.7289
C -2.3004 3.2334 10.9661
C -3.7176 3.5368 10.5353
Cl -4.8689 2.2917 11.0824
H -1.9996 2.2286 10.6711
H -1.6144 3.9444 10.5045
H -3.7753 3.5633 9.4460
H -4.0550 4.4998 10.9182
```

# 2
Molecular formula: C45H96N4O7Zr
Method: DFT, ωB97M-V/def2-TZVPD

## Properties
HOMO energy = -6.91 eV
DFT total energy = -2564.67611 a.u.

XYZ file:
```
153
C45H96N4O7Zr (ωB97M-V/def2-TZVPD)
Zr -27.3056 0.5982 20.3560
C -23.0582 -1.2452 20.4900
C -23.9684 -2.2268 19.6538
C -23.0308 -3.4828 19.2850
C -22.9998 -4.4639 20.4182
C -24.4252 -4.7119 20.9850
C -25.2502 -3.5152 21.4777
N -25.2468 -2.5392 20.4021
O -26.1424 -1.3561 20.6038
C -24.6521 -3.0634 22.8028
C -26.7541 -4.0774 21.7091
C -24.2759 -1.5347 18.3022
H -22.1121 -0.9987 20.0081
H -22.8938 -1.6393 21.4929
H -23.4068 -0.2132 20.5267
H -22.0030 -3.1931 19.0662
H -23.3994 -4.0494 18.4299
H -22.3086 -4.0513 21.1531
H -22.6367 -5.4663 20.1915
H -24.1507 -5.4654 21.7233
H -25.0220 -5.0949 20.1572
H -24.9419 -3.7386 23.6080
H -25.0028 -2.0791 23.1132
H -23.5724 -3.1382 22.9325
H -27.2360 -3.2535 22.2354
H -26.8666 -4.9759 22.3158
H -27.1564 -4.3071 20.7225
H -24.8629 -0.6224 18.4084
H -24.7813 -2.1883 17.5912
H -23.3508 -1.1219 17.9000
C -23.4702 3.8788 19.1191
C -25.0089 3.9594 18.7744
C -25.1555 5.1232 17.6815
C -24.7900 4.9286 16.2494
C -25.3774 3.5558 15.7267
C -25.1706 2.2842 16.7554
N -25.5738 2.6745 18.1887
O -25.7603 1.5854 19.1469
C -23.6921 1.7555 16.6567
C -26.0292 1.0697 16.3182
C -25.7929 4.3551 19.9802
H -23.1504 4.5677 19.9009
H -22.9025 4.2446 18.2635
H -23.0862 2.8740 19.2950
H -24.5988 5.9442 18.1336
H -26.2068 5.4068 17.6324
H -23.7267 4.7951 16.0501
H -25.1040 5.7097 15.5571
H -25.2879 3.3449 14.6611
H -26.4588 3.6883 15.7586
H -23.7240 0.6672 16.6063
H -22.9866 1.8562 17.4814
H -23.1799 2.1140 15.7639
H -27.0284 1.3723 16.0052
H -26.0420 0.3295 17.1182
H -25.4918 0.5542 15.5222
H -25.4833 5.3212 20.3789
H -25.6184 3.7126 20.8432
H -26.8447 4.5235 19.7491
C -30.3355 -2.7759 21.4620
C -30.9330 -1.3662 21.9568
C -32.1209 -1.6256 22.8261
C -31.7908 -2.1914 24.2174
C -30.9357 -1.2209 24.9646
C -29.5941 -0.8661 24.2199
N -29.9104 -0.5383 22.7539
O -28.6973 -0.2478 21.9211
C -28.5536 -1.9926 24.4160
C -29.1181 0.4664 24.8866
C -31.5576 -0.5620 20.8410
H -30.7751 -3.1262 20.5281
H -30.3755 -3.6420 22.1226
H -29.2994 -2.5386 21.2204
H -32.8531 -2.2417 22.3042
H -32.7694 -0.7542 22.9169
H -31.2644 -3.1448 24.1720
H -32.7211 -2.3311 24.7678
H -30.7057 -1.6534 25.9384
H -31.5724 -0.3817 25.2448
H -28.7667 -2.5396 25.3344
H -27.4959 -1.7409 24.4928
H -28.8249 -2.6867 23.6206
H -28.2489 0.8010 24.3203
H -28.7692 0.2798 25.9022
H -29.9133 1.1956 25.0414
H -32.0262 0.3708 21.1548
H -32.3043 -1.0780 20.2374
H -30.7537 -0.1565 20.2266
C -29.3553 5.1880 21.3173
C -30.3039 3.9958 21.0594
C -31.6859 4.7602 20.8059
C -31.9140 5.3683 19.3584
C -31.6494 4.2313 18.4255
C -30.1784 3.6135 18.5130
N -30.0147 3.0311 19.9018
O -28.7203 2.3501 20.0476
C -29.1151 4.6394 18.0877
C -30.1774 2.3882 17.4516
C -30.5522 3.1231 22.4246
H -29.6157 6.0419 20.6918
H -28.3389 4.7944 21.3086
H -29.4448 5.5833 22.3292
H -31.7554 5.5498 21.5541
H -32.4806 4.0295 20.9561
H -31.2559 6.2345 19.2898
H -32.9033 5.8155 19.2614
H -31.8396 4.4494 17.3746
H -32.3729 3.4375 18.6110
H -28.1044 4.2509 17.9625
H -29.1282 5.4862 18.7739
H -29.2859 5.1202 17.1244
H -30.8326 1.5493 17.6863
H -29.1650 2.0226 17.2800
H -30.5100 2.6320 16.4426
H -30.5259 3.7970 23.2809
H -29.6669 2.4902 22.4865
H -31.5429 2.6734 22.4906
C -28.1856 4.5745 25.6201
C -27.4414 4.7188 24.3292
C -26.0073 5.0455 24.6895
O -27.7108 3.6676 23.4895
H -29.2092 4.9327 25.5102
H -27.7248 5.1359 26.4329
H -28.3065 3.5420 25.9480
H -27.8561 5.6229 23.8835
H -25.3123 5.2192 23.8680
H -25.6452 4.3389 25.4363
H -26.1181 6.0106 25.1839
H -28.6063 3.8175 23.1777
C -24.0400 2.5401 22.6066
C -25.0739 1.3919 22.7149
C -25.3909 1.1853 24.2367
O -26.3614 1.6691 22.0291
H -23.6934 2.5718 21.5737
H -23.1530 2.1644 23.1166
H -24.3142 3.5522 22.9044
H -24.5690 0.5061 22.3295
H -25.4831 0.1405 24.5334
H -26.2285 1.7712 24.6151
H -24.5855 1.4311 24.9289
H -26.6165 2.3747 22.6281
C -30.1821 -1.5766 17.5808
C -28.7375 -1.6251 18.3244
C -27.7079 -2.3559 17.4075
O -28.2955 -0.2426 18.5525
H -30.0465 -1.2691 16.5439
H -30.8611 -0.9043 18.1052
H -30.7904 -2.4803 17.6179
H -28.6644 -2.1908 19.2532
H -26.7273 -2.2745 17.8763
H -27.5291 -1.8306 16.4693
H -28.0125 -3.3745 17.1674
H -28.3886 0.0303 17.6368
```

The evaluated lowest unoccupied orbital energy for the records listed, in turn: 0.12; 0.67 eV.